C25H76ClN12O6P4S2 | the ωB97M-V functional and the def2-TZVPD basis

Calculated values
Frontier orbital gap ... 4.20 eV
Maximum force ... 7.312 eV/Å
Charge ... +1
Lowest unoccupied orbital energy ... -0.1975 Ha
Spin multiplicity ... 1

Geometry as XYZ:
```
126
Properties=species:S:1:pos:R:3:forces:R:3:mulliken_charge:R:1
O 4.41444 -1.40040 -1.99835 0.4143 0.1301 -0.6549 -0.5335
S 3.44902 -2.44006 -1.99454 1.0821 0.9759 1.3446 0.8469
O 3.06847 -2.99467 -0.74127 -0.7913 -0.6502 -0.0716 -0.4868
C 2.02112 -1.61267 -2.75207 0.2571 -0.4601 0.2573 -0.5373
S 0.45721 -2.51222 -2.71356 -0.7174 0.3299 -0.9864 0.2670
Cl 0.82099 -4.45244 -2.46730 -0.0346 0.4538 0.2489 0.1161
H 3.90936 -3.42750 -2.80696 -0.6058 0.0532 -0.2973 0.1994
H 1.89501 -0.71534 -2.13490 0.0938 -0.0343 0.0420 0.2787
H 2.28542 -1.29515 -3.76131 -0.3052 -0.2165 -0.1256 0.4623
H -0.10516 -2.09481 -1.54471 0.4297 -0.3744 0.2568 0.2583
O -4.62016 -0.40978 -0.35230 -3.0414 -0.3555 0.8171 -0.8742
P -4.36705 -0.89709 1.03922 5.8945 0.1973 0.1827 0.7950
N -3.57464 0.45636 1.72226 -0.4060 0.0928 -0.0145 0.1198
C -2.75421 0.43672 2.92089 -0.1265 -0.2058 0.4198 -0.6741
C -4.32390 1.71200 1.67143 -0.1675 0.2604 -0.4377 -0.5924
N -3.19294 -2.12766 0.63508 0.2534 -0.3510 -0.0050 0.3361
C -1.79760 -1.95740 0.95536 0.0594 0.0354 0.2407 -1.0299
C -3.33636 -2.70628 -0.68723 -0.0357 0.1131 -0.1431 -0.9136
N -4.72875 -1.66859 2.55304 -2.5369 -0.1898 -1.3165 0.0205
C -4.79376 -3.14367 2.59840 0.2231 -0.2669 0.0219 -0.9206
C -6.03137 -1.17240 3.07530 0.1840 0.5174 0.2988 -1.0385
H -3.34121 0.34568 3.84358 -0.0002 0.0060 -0.0121 0.2821
H -2.19313 1.37167 2.98147 -0.0985 0.0612 -0.1130 0.3107
H -2.01438 -0.35634 2.91425 -0.1428 -0.0789 -0.0091 0.1289
H -5.02484 1.80741 2.51058 0.1057 0.0610 0.0659 0.2753
H -4.89839 1.80170 0.75084 0.0551 -0.1866 -0.0375 0.3819
H -3.64332 2.56421 1.70308 0.0583 -0.0540 0.0796 -0.1058
H -1.39459 -1.00743 0.56063 0.1020 0.0053 0.1253 0.2617
H -1.20335 -2.78231 0.54126 -0.1706 -0.0798 -0.0867 0.3402
H -1.62268 -2.01248 2.03021 0.0619 0.1639 -0.0347 0.2097
H -2.89602 -2.05518 -1.46337 -0.1305 -0.0328 -0.1098 0.2093
H -4.38053 -2.87130 -0.94029 0.0148 0.1277 -0.0876 0.3296
H -2.84438 -3.68451 -0.73012 0.0644 0.0234 0.1707 0.3187
H -5.44057 -3.56171 1.82396 -0.0294 -0.0752 0.0451 0.3316
H -5.18078 -3.45269 3.57064 -0.1399 0.2136 -0.0048 0.3780
H -3.80713 -3.58601 2.50917 0.0307 0.1229 -0.1784 0.2582
H -6.86831 -1.48551 2.44633 -0.0385 -0.0875 0.0793 0.3778
H -6.03693 -0.08172 3.12511 0.0707 -0.0076 -0.0729 0.2545
H -6.19770 -1.53923 4.08664 0.0831 -0.0498 -0.0076 0.3894
O 3.68426 2.04824 -2.57916 2.5065 -0.4681 -1.9184 -0.8265
P 4.54980 3.14825 -2.02034 -3.7872 2.2017 4.3415 0.7266
N 4.78833 2.57066 -0.42510 0.3240 -0.3047 -0.2343 0.1248
C 5.21817 3.36417 0.71192 0.3562 0.3611 -0.0065 -0.7596
C 5.37493 1.23681 -0.34751 -0.2662 -0.3587 -0.1667 -1.0788
N 3.37433 4.42076 -2.04005 -0.1808 0.0676 -0.0366 0.2944
C 2.79469 4.92890 -0.80923 0.3372 0.2082 0.1804 -1.1333
C 2.34789 4.30546 -3.06903 0.0496 -0.2026 -0.1030 -1.0547
N 5.86006 4.29336 -1.97992 0.5929 -1.4163 -2.5519 0.0088
C 5.74337 5.52674 -2.78395 -0.1533 0.3352 0.0354 -0.9123
C 7.12721 3.63552 -2.39838 0.1893 -0.2172 0.5657 -1.0298
H 6.28355 3.62654 0.67624 -0.0085 -0.0126 -0.0074 0.2704
H 5.05248 2.79144 1.62709 -0.0250 -0.1308 -0.0926 0.3657
H 4.64900 4.28034 0.82454 0.0514 0.0071 -0.1574 0.1803
H 6.47226 1.25087 -0.40523 -0.0075 0.0445 0.1370 0.2952
H 5.00563 0.61623 -1.15770 0.0189 0.0913 -0.0220 0.2982
H 5.09505 0.74701 0.58860 0.0076 0.0996 0.0529 0.3907
H 2.35483 4.13660 -0.18909 -0.0073 0.0559 0.0663 0.3773
H 2.01255 5.65447 -1.03752 0.0112 -0.1343 -0.1785 0.3616
H 3.53258 5.48320 -0.22559 0.0033 -0.1153 0.0559 0.2596
H 1.54443 3.61437 -2.78283 -0.0230 -0.0073 -0.0607 0.2694
H 2.77367 3.95462 -4.00777 -0.0213 -0.0520 0.0278 0.3454
H 1.90716 5.28659 -3.26125 0.0444 0.0450 0.1232 0.3416
H 5.47670 5.32823 -3.82416 0.0386 0.0700 -0.0387 0.3291
H 6.70012 6.05195 -2.76947 0.1093 -0.2345 0.0149 0.3764
H 5.01487 6.20764 -2.35777 -0.1488 -0.1700 0.0055 0.2475
H 7.10642 3.34300 -3.45142 0.0806 0.0976 -0.0398 0.3705
H 7.31126 2.73875 -1.80303 -0.0999 0.0041 0.0113 0.2393
H 7.97192 4.30367 -2.23871 -0.0584 0.0636 0.0230 0.4007
O -0.75814 -8.28940 0.17766 -0.5767 1.8902 2.6514 -0.8532
P 0.46253 -8.70387 0.94153 2.5275 -3.9746 -3.9805 0.7963
N 1.68665 -8.03981 -0.07946 -0.1163 0.3736 0.2172 0.0493
C 3.08833 -8.41826 -0.07630 0.2777 -0.0288 0.3861 -0.7573
C 1.56131 -6.61816 -0.32382 -0.3849 0.0852 -0.1888 -1.1970
N 0.34875 -10.41101 0.71831 -0.0487 -0.1609 -0.0509 0.2641
C 1.26506 -11.12026 -0.15791 0.3940 0.0426 0.1956 -1.0858
C -1.00924 -10.92507 0.55487 -0.1715 0.1849 -0.0346 -1.1001
N 1.50518 -8.89661 2.32076 -2.2058 1.4770 1.2193 0.0414
C 1.22964 -10.00417 3.25847 0.0671 -0.3684 0.0295 -0.9325
C 1.51845 -7.65063 3.13270 0.4531 0.2778 -0.2915 -1.0106
H 3.63717 -8.03182 0.79265 -0.0102 0.0009 -0.0050 0.2928
H 3.56915 -8.01743 -0.97276 -0.1227 0.0719 -0.0291 0.3247
H 3.23106 -9.49186 -0.11570 -0.1110 0.0176 0.1252 0.1380
H 2.02023 -6.00827 0.46856 0.1245 0.0801 -0.1469 0.3059
H 0.51258 -6.32774 -0.40401 -0.0441 -0.1816 0.1102 0.4334
H 2.04897 -6.35393 -1.27183 0.1734 -0.1321 0.0612 0.3297
H 1.29653 -10.69692 -1.16994 0.0649 -0.0459 -0.0074 0.3071
H 0.96937 -12.16692 -0.23782 -0.1792 0.0534 0.0221 0.4128
H 2.27350 -11.14326 0.26180 -0.0034 0.0856 -0.0744 0.2537
H -1.38323 -10.79871 -0.46721 -0.0599 0.0124 0.0275 0.3206
H -1.70046 -10.42251 1.22910 -0.0029 0.0359 -0.0552 0.3432
H -1.03119 -11.98831 0.80336 0.1473 -0.0013 -0.0020 0.3647
H 0.18965 -10.02657 3.59024 0.0108 -0.0380 0.0738 0.3378
H 1.86807 -9.89230 4.13685 -0.0186 0.2547 -0.0402 0.3817
H 1.47944 -10.96348 2.81928 -0.1256 0.0553 -0.1824 0.2703
H 0.54863 -7.45714 3.59868 0.0390 -0.0308 0.1178 0.3720
H 1.77231 -6.78740 2.51302 -0.0320 -0.0566 -0.0676 0.2206
H 2.27402 -7.71471 3.91410 0.0143 -0.0812 -0.0236 0.3969
O -3.79728 6.35679 1.46892 -2.7167 -1.9748 -1.7489 -0.8394
P -3.39035 6.79211 0.08670 5.6139 4.0390 2.3730 0.9340
N -1.72774 6.30094 0.27147 0.0950 -0.3800 -0.2590 0.0637
C -0.60736 6.78115 -0.51384 -0.0637 0.0217 -0.4026 -0.5967
C -1.51965 4.89071 0.56501 -0.1958 -0.1463 0.4061 -1.1959
N -3.52921 8.50093 0.30591 -0.4488 0.1729 -0.1601 0.1906
C -2.35831 9.33444 0.50581 0.2588 -0.0505 -0.3595 -1.0833
C -4.60781 8.92111 1.19614 -0.0883 -0.2035 0.1449 -1.0978
N -3.17607 6.96764 -1.64454 -2.9485 -1.3970 -0.1335 -0.0163
C -3.96242 8.00099 -2.34900 -0.0006 0.3535 -0.0660 -0.9384
C -3.47233 5.68235 -2.32965 0.5971 -0.2775 0.0353 -1.0773
H -0.58410 6.36938 -1.53434 0.0351 -0.0146 -0.0108 0.2084
H 0.32339 6.48667 -0.02132 -0.1269 -0.0604 0.1144 0.3040
H -0.57739 7.86253 -0.58722 -0.1524 -0.0112 -0.0687 0.0984
H -1.50289 4.27878 -0.35095 0.1539 -0.0409 0.0294 0.2633
H -2.30160 4.49989 1.21406 -0.0767 0.1501 -0.0297 0.2774
H -0.57140 4.74251 1.08925 0.0551 0.0578 -0.0745 0.3528
H -1.72661 8.98507 1.33215 0.0505 0.0354 -0.0399 0.2993
H -2.66414 10.35930 0.72159 -0.1692 -0.0726 0.0809 0.4348
H -1.76272 9.40376 -0.40717 0.0613 -0.0926 0.0570 0.2815
H -4.33218 8.83712 2.25340 -0.0638 -0.0270 0.0075 0.3193
H -5.50263 8.32162 1.03476 0.0295 -0.0365 0.0537 0.3398
H -4.87359 9.96016 0.98825 0.1092 0.0077 -0.0808 0.3612
H -5.02950 7.94580 -2.12438 -0.0255 0.0461 -0.0825 0.3359
H -3.83200 7.87584 -3.42612 0.0257 -0.2454 0.0468 0.3691
H -3.60474 8.99732 -2.11178 -0.0231 -0.0511 0.2305 0.2786
H -4.52826 5.41090 -2.25092 -0.0230 0.0263 -0.1388 0.3625
H -2.88339 4.87037 -1.89768 -0.0076 0.0631 0.0921 0.2312
H -3.20640 5.74475 -3.38427 0.0125 0.0934 0.0109 0.4092
```
Positions in Å, forces in eV/Å.